Record 1
Density functional theory data (ωB97M-V/def2-TZVPD) for an isolated molecule of CH2FPSi at a distorted geometry.

Last column: natural (NBO) charge in e.
Positions of all 6 atoms, in Å:
F: -3.10 -1.54 0.14  -0.316
C: -2.27 -0.60 -0.19  -0.220
P: -2.46 1.37 0.03  0.078
Si: -0.59 0.09 0.03  0.753
H: -0.02 0.21 1.43  -0.150
H: 0.13 0.61 -1.06  -0.145

## Properties
LUMO level (spin up / spin down) (eV): -0.87 / -0.87
SMILES string: FC1=P[SiH2]1
HOMO-LUMO gap (spin up / spin down) (eV): 7.8 / 7.8
E (eV): -20949.2070
Largest force on an atom (eV/A): 5.9
E_HOMO (spin up / spin down) (eV): -8.6 / -8.6
Net charge: 0
Relative energy (zero: lowest compared OMol25 entry of this formula, charge and spin) (kcal/mol): 40.10

***

Record 2
Density functional theory data (ωB97M-V/def2-TZVPD) for a structure of composition CH2I2O at a distorted geometry.

Last column: natural (NBO) charge in e.
Positions of all 6 atoms, in Å:
C: 0.03 -0.07 -0.20  -0.088
O: 0.13 0.11 1.11  -0.709
I: 0.65 2.12 -0.95  -0.002
I: -1.93 -0.52 -0.87  0.118
H: 0.64 -0.93 -0.57  0.195
H: 0.48 -0.70 1.49  0.487

## Properties
LUMO level (eV): -0.82
HOMO-LUMO gap (eV): 8.5
E (eV): -19317.0270
Largest force on an atom (eV/A): 1.9
E_HOMO (eV): -9.3
Net charge: 0
Relative energy (zero: lowest compared OMol25 entry of this formula, charge and spin) (kcal/mol): 11.88

***

Record 3
Density functional theory data (ωB97M-V/def2-TZVPD) for an isolated molecule of CH2I2S at a distorted geometry.

Last column: natural (NBO) charge in e.
Positions of all 6 atoms, in Å:
C: 0.77 0.25 0.43  -0.674
S: 0.02 -0.97 -0.39  0.438
I: -2.65 -1.34 -0.06  -0.350
I: 1.56 2.15 -0.04  0.202
H: 0.81 0.16 1.45  0.212
H: -0.50 -0.25 -1.39  0.172

## Properties
LUMO level (spin up / spin down) (eV): -1.24 / -1.78
HOMO-LUMO gap (spin up / spin down) (eV): 7.1 / 6.5
E (eV): -28103.5862
Largest force on an atom (eV/A): 2.2
E_HOMO (spin up / spin down) (eV): -8.4 / -8.3
Net charge: 0
Relative energy (zero: lowest compared OMol25 entry of this formula, charge and spin) (kcal/mol): 43.32

***

Record 4
Density functional theory data (ωB97M-V/def2-TZVPD) for an isolated molecule of CH2IN3O2 at a distorted geometry.

Last column: natural (NBO) charge in e.
Positions of all 9 atoms, in Å:
N: 1.71 -0.54 0.03  -0.811
C: 1.03 0.54 -0.36  0.761
O: 1.44 1.56 -0.79  -0.533
N: -0.39 0.15 -0.35  -0.273
N: -1.21 0.67 0.35  0.383
O: -2.33 0.57 0.80  -0.279
I: -4.00 -1.03 0.24  -0.084
H: 1.13 -1.35 0.36  0.424
H: 2.62 -0.57 -0.29  0.414

## Properties
LUMO level (spin up / spin down) (eV): -1.46 / -1.71
SMILES string: NC(=O)/N=N/OI
HOMO-LUMO gap (spin up / spin down) (eV): 7.9 / 7.7
E (eV): -17731.5120
Largest force on an atom (eV/A): 3.1
E_HOMO (spin up / spin down) (eV): -9.4 / -9.4
Net charge: 0
Relative energy (zero: lowest compared OMol25 entry of this formula, charge and spin) (kcal/mol): 23.20